{"formula": "C7H15NSi", "method": "ωB97M-V/def2-TZVPD", "largest_force_ev_per_a": 7.2, "energy_ha": -619.83182, "charge": 0, "lumo_energy_ev": [0.01, 0.24], "orbital_gap_ev": [9.026, 8.618], "de_lowest_kj_mol": 263.1, "symbols": ["C", "C", "C", "C", "C", "C", "C", "N", "Si", "H", "H", "H", "H", "H", "H", "H", "H", "H", "H", "H", "H", "H", "H", "H"], "positions_angstrom": [[-0.356, 0.057, 0.587], [-0.238, -1.148, 1.444], [-0.573, -0.595, 2.892], [0.123, 0.799, 2.864], [-1.318, -0.848, -2.506], [1.674, -0.604, -1.475], [-0.219, 1.991, -1.773], [0.266, 1.308, 1.550], [-0.103, 0.138, -1.288], [-0.744, -2.057, 1.155], [0.808, -1.407, 1.464], [-1.667, -0.475, 3.022], [0.013, -1.076, 3.613], [-0.265, 1.592, 3.468], [1.139, 0.701, 3.336], [-1.572, -1.914, -2.273], [-2.100, -0.129, -2.577], [-0.615, -0.936, -3.411], [2.118, -0.364, -2.537], [2.470, -0.249, -0.872], [1.815, -1.641, -1.190], [0.154, 2.388, -0.839], [0.458, 2.125, -2.652], [-1.266, 2.344, -2.002]]}


{"formula": "C17H16CsN6OS2", "method": "ωB97M-V/def2-TZVPD", "largest_force_ev_per_a": 3.0, "energy_ha": -1877.77128, "charge": -1, "lumo_energy_ev": 2.06, "orbital_gap_ev": 5.582, "symbols": ["Cs", "N", "C", "S", "N", "N", "C", "C", "C", "C", "C", "C", "C", "O", "H", "H", "H", "H", "H", "H", "H", "C", "N", "C", "C", "N", "C", "S", "C", "C", "C", "C", "C", "N", "H", "H", "H", "H", "H", "H", "H", "H", "H"], "positions_angstrom": [[0.843, 1.084, -1.123], [-2.188, 0.650, 2.758], [-0.920, 1.072, 2.328], [-0.859, 2.620, 1.494], [0.067, 0.368, 2.755], [1.385, 0.672, 2.463], [2.018, -0.077, 1.647], [3.456, 0.092, 1.326], [4.326, 0.559, 2.269], [5.662, 0.826, 2.017], [6.158, 0.455, 0.711], [5.322, -0.013, -0.243], [3.917, -0.132, -0.048], [3.209, -0.434, -1.067], [-2.899, 1.349, 2.976], [-2.116, -0.066, 3.452], [1.526, -0.931, 1.218], [4.007, 0.756, 3.284], [6.370, 1.119, 2.737], [7.205, 0.699, 0.450], [5.654, -0.168, -1.272], [-3.226, 3.163, -1.284], [-3.363, 1.740, -1.093], [-3.860, 1.145, 0.068], [-3.569, -0.180, 0.008], [-2.949, -0.386, -1.191], [-2.811, 0.783, -1.881], [-2.131, 1.021, -3.362], [-2.141, -1.514, -1.484], [-2.498, -2.380, -2.485], [-1.645, -3.447, -2.681], [-0.583, -3.652, -1.878], [-0.328, -2.738, -0.861], [-1.088, -1.662, -0.693], [-2.225, 3.359, -1.606], [-3.423, 3.700, -0.378], [-3.843, 3.506, -2.109], [-4.183, 1.785, 0.868], [-3.665, -1.002, 0.759], [-3.397, -2.256, -3.140], [-1.852, -4.166, -3.497], [0.121, -4.484, -1.988], [0.514, -2.833, -0.225]]}


{"formula": "C24H45NO2P2Ru", "method": "ωB97M-V/def2-TZVPD", "largest_force_ev_per_a": 7.3, "energy_ha": -1923.73606, "charge": 1, "lumo_energy_ev": [-1.76, -5.40], "orbital_gap_ev": [7.558, 6.015], "spin_multiplicity": 6, "de_lowest_kj_mol": 186.6, "symbols": ["Ru", "C", "C", "C", "C", "C", "C", "H", "H", "H", "C", "H", "H", "H", "C", "H", "H", "H", "C", "H", "H", "H", "C", "H", "H", "H", "C", "C", "C", "C", "C", "C", "C", "C", "H", "H", "H", "H", "H", "H", "H", "H", "H", "H", "H", "H", "P", "C", "H", "H", "H", "C", "H", "H", "H", "C", "H", "H", "H", "P", "C", "H", "H", "H", "C", "H", "H", "H", "C", "H", "H", "H", "O", "N", "O"], "positions_angstrom": [[0.000, 0.000, 0.000], [-0.507, -0.539, -2.159], [0.889, -0.119, -2.111], [0.756, -1.994, -0.705], [-0.569, -1.746, -1.340], [1.681, -0.994, -1.217], [-1.544, -0.115, -3.216], [-1.456, 0.942, -3.461], [-2.564, -0.288, -2.883], [-1.400, -0.681, -4.137], [-1.727, -2.761, -1.322], [-2.606, -2.401, -1.850], [-2.024, -3.037, -0.312], [-1.418, -3.679, -1.820], [1.135, -3.266, 0.072], [1.547, -4.019, -0.600], [0.269, -3.705, 0.567], [1.877, -3.060, 0.840], [3.185, -1.365, -1.319], [3.320, -2.036, -2.167], [3.519, -1.921, -0.446], [3.893, -0.557, -1.469], [1.453, 0.507, -3.408], [1.357, -0.225, -4.210], [2.517, 0.729, -3.376], [0.892, 1.374, -3.745], [0.740, 3.697, -0.071], [0.620, 3.505, -1.400], [1.282, 4.399, -2.426], [2.793, 4.122, -2.493], [3.259, 3.041, -1.502], [3.394, 3.303, -0.211], [3.031, 4.651, 0.414], [1.514, 4.854, 0.538], [1.103, 5.444, -2.173], [3.322, 5.050, -2.278], [0.801, 4.263, -3.395], [1.218, 5.788, 0.060], [0.365, 3.075, 0.707], [0.090, 2.724, -1.878], [1.219, 4.973, 1.581], [3.549, 4.789, 1.361], [4.009, 2.702, 0.412], [3.445, 5.454, -0.193], [3.133, 3.918, -3.505], [3.767, 2.206, -1.904], [-2.228, 0.790, 0.312], [-3.639, -0.447, 0.009], [-4.593, -0.026, 0.326], [-3.509, -1.377, 0.558], [-3.733, -0.675, -1.048], [-2.867, 1.397, 1.990], [-3.946, 1.548, 1.971], [-2.403, 2.347, 2.257], [-2.637, 0.671, 2.769], [-3.113, 2.128, -0.716], [-2.714, 3.118, -0.497], [-4.178, 2.158, -0.487], [-3.006, 1.934, -1.783], [1.313, 0.166, 1.923], [3.117, -0.485, 1.957], [3.661, -0.056, 2.799], [3.672, -0.264, 1.051], [3.164, -1.570, 2.044], [1.237, 1.484, 3.299], [1.928, 2.292, 3.115], [1.519, 1.111, 4.283], [0.227, 1.884, 3.384], [1.095, -1.119, 3.347], [1.889, -1.067, 4.094], [1.094, -2.140, 2.963], [0.164, -0.953, 3.890], [-1.769, -2.770, 2.650], [-1.169, -2.348, 1.709], [-0.981, -1.060, 1.576]]}


{"formula": "C2H10N4", "method": "ωB97M-V/def2-TZVPD", "largest_force_ev_per_a": 7.8, "energy_ha": -300.40867, "charge": 2, "lumo_energy_ev": -9.91, "orbital_gap_ev": 8.579, "de_lowest_kj_mol": 409.2, "symbols": ["C", "C", "N", "N", "N", "N", "H", "H", "H", "H", "H", "H", "H", "H", "H", "H"], "positions_angstrom": [[0.912, 0.783, -0.426], [-2.177, -0.910, -0.161], [1.461, 1.905, -0.168], [-0.932, -1.290, -0.042], [2.094, 2.340, 0.889], [-0.608, -2.501, 0.017], [1.093, -0.125, 0.206], [0.475, 0.763, -1.341], [-2.888, -1.855, -0.045], [-2.587, -0.210, 0.551], [-2.110, -0.298, -1.037], [1.461, 2.721, -0.812], [2.863, 2.896, 0.571], [2.096, 1.860, 1.779], [-1.473, -3.049, -0.008], [0.319, -3.029, 0.026]]}